Below is a cluster of 10 separate species, C69H151N7O10 in total at a distorted geometry, with properties calculated with ωB97M-V with the def2-TZVPD basis set.

- strongest force on any atom (eV/A) = 3.22
- Kohn-Sham gap (eV) = 8.931
- total charge = 0
- energy relative to the best compared isomer or geometry (same formula, charge and spin) (kcal/mol) = 6.1
- structure (SMILES) = CC1(C)CCCC(C)(C)N1O.CC1(C)CCCC(C)(C)N1O.CC1(C)CCCC(C)(C)N1O.CC1(C)CCCC(C)(C)N1O.CC1(C)CCCC(C)(C)N1O.CC1(C)CCCC(C)(C)N1O.CC1(C)CCCC(C)(C)N1O.CCO.CCO.CCO

```
237
Properties=species:S:1:pos:R:3:forces:R:3
C -4.13458 3.93929 -2.11102 -0.7 0.8 0.6
C -4.50900 3.98305 -0.60507 -0.2 -0.4 0.0
C -3.50942 3.14795 0.16271 0.8 0.2 -0.3
C -4.51965 5.35485 0.00519 -0.1 0.4 0.1
C -5.78734 6.16649 -0.27384 1.3 2.9 -0.4
C -7.06138 5.48399 0.03736 -0.8 -0.5 0.2
C -7.05799 4.12334 -0.64557 -0.5 1.0 -0.7
C -8.25191 3.36412 -0.09101 0.6 -0.7 0.5
C -7.30271 4.35540 -2.20970 -0.3 -1.2 1.5
N -5.82225 3.43341 -0.22476 -0.6 0.9 -0.6
O -5.88967 2.13449 -0.71276 -0.1 -1.4 -0.3
H -4.55163 4.79641 -2.63248 -0.3 0.0 -0.2
H -3.07566 4.04527 -2.28397 0.6 -0.2 0.3
H -4.47528 3.02187 -2.55966 -0.1 -0.3 -0.3
H -3.44157 2.15532 -0.24837 0.1 -0.4 -0.1
H -2.52400 3.62757 0.02545 -0.3 -0.3 0.4
H -3.79991 3.06975 1.21059 0.2 0.1 0.1
H -4.36508 5.21228 1.07389 -0.4 0.1 0.3
H -3.63378 5.89571 -0.30243 0.2 0.3 -0.4
H -5.64063 7.13516 0.29541 -0.5 -0.9 -0.4
H -5.81242 6.52065 -1.32895 0.2 -0.4 0.4
H -8.01057 5.96426 -0.25376 0.7 0.4 -0.4
H -7.20422 5.39951 1.10402 0.3 -0.5 0.6
H -8.00258 3.10734 0.95310 -0.3 0.1 -0.2
H -8.39962 2.42200 -0.61563 -0.2 0.0 -0.1
H -9.15359 3.97670 -0.12188 0.0 -0.1 0.0
H -7.24119 3.34004 -2.63302 0.2 0.6 -0.4
H -6.66326 5.09463 -2.68542 0.1 -0.3 0.0
H -8.34753 4.68338 -2.30226 0.3 0.0 -0.1
H -5.87414 1.62541 0.10137 0.0 -0.4 -0.1
C -3.87766 1.68171 7.59643 1.4 -1.5 1.4
C -3.43483 0.73562 6.47409 -1.0 1.1 0.2
C -2.88819 -0.60135 6.99982 0.2 -0.4 -0.9
C -4.74761 0.54942 5.71396 0.2 -1.3 -1.1
C -4.54992 0.03670 4.25083 0.6 0.7 0.7
C -3.54297 0.95767 3.54210 -0.5 0.2 0.4
C -2.23399 1.12833 4.28794 0.9 -0.4 0.6
C -1.34372 -0.14147 4.22149 0.1 0.7 0.1
C -1.45509 2.19876 3.54486 1.3 -0.1 1.1
N -2.52784 1.59103 5.66499 0.7 -1.0 0.5
O -1.28993 1.59200 6.49971 -0.8 0.8 -1.2
H -4.74983 1.27279 8.06122 -0.9 -0.1 0.2
H -3.15344 1.68554 8.42058 0.2 0.3 -0.3
H -4.02928 2.65451 7.20625 -0.3 0.9 -0.2
H -3.30565 -0.83943 7.97915 0.1 0.1 0.0
H -3.17797 -1.42138 6.31626 0.1 0.3 0.3
H -1.79138 -0.62648 7.03872 -0.4 0.2 0.3
H -5.37819 -0.17977 6.27632 0.4 0.6 -0.3
H -5.26239 1.51266 5.68465 -0.1 -0.1 -0.1
H -4.10980 -0.96853 4.18910 -0.4 0.1 0.3
H -5.55092 0.02707 3.82548 0.2 -0.1 -0.6
H -3.92014 1.95750 3.34526 -0.5 0.2 0.2
H -3.21269 0.60494 2.58944 -0.2 -0.7 -0.8
H -0.62500 0.01999 3.40316 -0.2 -0.5 0.4
H -1.91845 -1.02155 4.04195 -0.4 -0.7 -0.4
H -0.83020 -0.29176 5.16863 0.3 0.2 -0.2
H -1.33291 1.88338 2.51848 0.0 0.0 -0.3
H -0.44477 2.31355 4.01496 -0.6 -0.1 -0.4
H -1.93879 3.14641 3.59268 -0.5 0.8 0.0
H -1.24500 2.54214 6.67674 0.2 -0.3 0.1
C 5.29084 -6.33385 2.96037 -0.4 0.0 0.3
C 4.02996 -6.57719 2.15418 0.0 -1.6 -1.2
C 4.46186 -7.29365 0.83914 -0.2 0.6 0.5
C 3.16067 -7.68320 2.82362 -0.3 1.2 -1.3
C 2.31997 -7.14586 3.94211 0.9 0.4 1.1
C 1.55443 -5.89578 3.57002 -0.7 -0.8 -0.3
C 2.35036 -4.80526 2.91265 0.2 0.5 -0.6
C 1.35541 -3.80534 2.28678 -0.3 0.2 -0.1
C 3.11811 -4.02185 3.98521 0.5 0.3 0.4
N 3.16920 -5.43195 1.78820 0.3 1.4 1.0
O 3.99810 -4.36038 1.24711 -1.3 -1.3 -1.3
H 4.98002 -5.96552 3.93451 0.6 -0.3 0.3
H 5.72589 -7.34426 2.99869 0.3 0.6 0.5
H 6.01948 -5.63799 2.53487 -0.2 -0.1 -0.2
H 5.04307 -6.57985 0.28761 0.3 0.2 -0.8
H 5.06854 -8.18210 1.03209 0.0 0.2 0.2
H 3.57882 -7.62437 0.29472 0.1 0.2 -0.3
H 2.53471 -8.02043 1.95937 0.2 -0.3 1.1
H 3.87849 -8.44067 3.14156 -0.4 -0.3 0.0
H 1.68180 -7.90660 4.34852 -0.6 -0.4 0.1
H 3.00216 -6.90511 4.76634 0.0 0.0 0.1
H 0.94338 -5.49830 4.37371 0.4 0.2 0.5
H 0.78871 -6.16938 2.87576 -0.5 -0.4 -0.9
H 0.87885 -4.18452 1.36600 0.0 -0.2 0.5
H 1.83259 -2.87947 1.95948 0.3 -0.3 0.4
H 0.58403 -3.50649 3.04082 0.5 -0.4 -0.6
H 3.78220 -4.61223 4.62665 -0.2 0.0 -0.3
H 2.37284 -3.59706 4.66930 0.1 0.0 -0.2
H 3.69991 -3.16510 3.60503 -0.2 -0.3 0.0
H 4.49635 -3.99557 1.95471 0.8 0.4 1.3
C -2.12634 4.38308 -5.11520 0.3 0.5 -0.5
C -1.38233 3.36284 -5.97948 0.8 0.3 -0.2
C -2.23128 3.10629 -7.22359 0.8 -0.9 0.3
C -0.08469 4.01578 -6.45618 0.7 0.7 1.2
C 0.94524 4.06535 -5.31359 0.5 -0.3 0.6
C 1.22501 2.64689 -4.77093 -0.2 -0.3 -1.8
C -0.02347 1.91822 -4.28457 -0.4 1.6 -1.5
C 0.26024 0.47499 -4.09940 1.2 -0.2 0.6
C -0.47519 2.49529 -2.98087 -0.1 0.1 0.4
N -1.00964 2.05897 -5.39778 -0.2 -0.1 0.2
O -2.22478 1.49255 -4.91651 -0.4 -0.9 -0.5
H -2.57791 4.99760 -5.89570 -0.1 0.6 0.4
H -2.96138 3.95816 -4.58478 -0.1 -0.3 0.5
H -1.46327 5.02386 -4.48950 -0.7 -0.6 -0.3
H -1.66954 2.45304 -7.88547 -0.1 -0.5 0.0
H -3.19762 2.67762 -6.98762 -0.2 0.1 -0.1
H -2.29264 4.01413 -7.77302 -0.5 0.9 -0.4
H 0.39315 3.46268 -7.23633 0.0 -0.7 -0.7
H -0.23965 5.02915 -6.86550 -0.3 -0.3 0.3
H 1.89654 4.48753 -5.67366 -0.3 0.0 0.1
H 0.63067 4.66819 -4.46090 -0.2 0.4 -0.2
H 1.98456 2.58342 -3.99769 0.3 0.2 0.0
H 1.55219 2.09848 -5.68365 0.2 -0.1 0.7
H -0.55585 -0.03280 -3.62987 -0.6 -0.5 -0.1
H 1.04601 0.48513 -3.33476 0.2 -0.5 -0.2
H 0.61954 -0.00656 -5.00824 -0.1 -0.1 0.0
H -1.32785 1.94675 -2.60246 -0.2 0.2 0.2
H -0.69324 3.54641 -3.06899 -0.3 0.3 0.1
H 0.32895 2.39177 -2.26007 0.1 -0.1 0.2
H -2.32211 0.69697 -5.47380 -0.1 0.5 0.4
C 7.03639 0.90521 0.53012 0.1 0.1 0.8
C 6.87972 -0.58856 0.41691 0.1 -0.6 -0.3
C 8.16317 -1.29924 0.81816 -0.8 -0.2 -0.1
C 5.78364 -1.05509 1.38018 -0.8 -0.8 -1.3
C 4.35188 -0.67767 0.99080 0.5 1.5 0.1
C 4.07011 -1.14653 -0.43849 0.5 -0.1 1.7
C 5.13135 -0.68566 -1.41241 0.5 -0.2 -1.4
C 4.84382 -1.55536 -2.67449 0.0 -0.7 0.0
C 4.95899 0.81780 -1.85392 -0.6 -2.1 0.3
N 6.50692 -1.09440 -0.92294 -2.0 -0.2 0.2
O 7.43818 -0.70147 -1.89230 0.8 0.2 -0.5
H 7.69512 1.37850 -0.20607 0.0 -0.2 0.3
H 6.04618 1.30432 0.45424 -0.4 0.8 -0.1
H 7.34922 1.07496 1.58199 0.2 0.3 -0.7
H 7.98113 -2.37026 0.73089 0.2 -0.1 0.2
H 8.90654 -1.03149 0.10105 0.9 0.2 -0.2
H 8.43187 -1.01558 1.83435 0.2 -0.1 0.0
H 5.80540 -2.14878 1.32020 0.2 -0.1 0.4
H 6.01469 -0.72980 2.36731 0.3 0.2 0.9
H 3.68765 -0.99565 1.79754 -0.3 -0.5 -0.4
H 4.23980 0.41913 1.04262 0.1 -0.1 -0.1
H 3.13173 -0.80108 -0.80899 -0.8 0.2 -0.2
H 4.02831 -2.22985 -0.37763 0.0 -0.3 -0.4
H 5.49297 -1.39450 -3.54004 0.2 0.2 0.3
H 3.81244 -1.48354 -3.07427 0.4 0.4 0.5
H 4.93608 -2.60471 -2.35832 0.2 0.1 -0.2
H 5.82823 1.11959 -2.41194 0.3 0.4 0.1
H 4.65530 1.44849 -1.03445 0.2 0.4 0.1
H 4.12167 0.73003 -2.54298 -0.2 0.5 -0.1
H 7.60442 -1.49771 -2.42635 -0.1 0.3 0.5
C 0.32409 -7.17071 -0.02724 -0.9 1.0 0.5
C 0.36767 -6.46844 -1.41157 -1.5 -2.1 0.1
C 0.98698 -7.51998 -2.36004 0.7 -0.2 -0.3
C -1.11592 -6.41422 -1.84474 -0.1 0.7 1.2
C -1.46040 -5.48586 -3.00339 -0.2 -1.9 -1.7
C -0.70652 -4.19487 -2.96893 0.2 0.2 2.0
C 0.77589 -4.31421 -2.52788 0.1 0.1 -0.2
C 1.63561 -4.77385 -3.74449 -1.3 0.4 0.4
C 1.15750 -2.88455 -2.22614 1.5 -0.2 1.0
N 0.94414 -5.13257 -1.26828 -0.8 -0.3 -1.6
O 2.33192 -5.35022 -1.12316 0.6 0.3 -0.1
H 1.30122 -7.38021 0.40951 -0.1 -0.1 -0.2
H -0.24060 -6.50260 0.65783 0.6 -0.1 -0.1
H -0.31721 -8.06552 -0.03802 0.6 0.0 -0.3
H 1.96585 -7.85325 -2.00573 0.2 0.4 -0.3
H 0.38198 -8.44192 -2.32240 0.0 0.5 0.0
H 1.04113 -7.21333 -3.41496 0.1 -0.2 0.5
H -1.44679 -7.46353 -1.87350 -0.1 0.4 -0.8
H -1.67510 -6.04996 -0.99282 -0.2 0.4 0.5
H -1.21902 -6.04068 -3.96543 -0.5 0.6 0.8
H -2.54543 -5.28205 -2.97335 0.4 -0.2 -0.3
H -1.23634 -3.51228 -2.26231 0.5 -0.3 -0.2
H -0.69957 -3.66493 -3.90245 -0.1 0.1 -0.7
H 1.62797 -3.88946 -4.36535 0.6 0.3 -0.4
H 1.06233 -5.49019 -4.32431 0.4 -0.5 -0.1
H 2.64167 -5.08594 -3.48144 -0.1 -0.1 -0.1
H 0.87775 -2.23525 -3.04513 -0.3 0.3 0.0
H 2.25238 -2.80942 -2.10641 -0.3 0.0 0.0
H 0.72251 -2.61729 -1.26319 -0.2 0.3 -0.3
H 2.44545 -5.46097 -0.17098 0.2 0.2 0.4
C -0.47863 5.33349 1.70439 -0.1 0.7 0.3
C 0.58220 5.32776 0.57457 -0.7 1.8 2.6
C -0.14842 4.99222 -0.68025 0.2 -0.8 -1.7
C 1.09865 6.79281 0.54491 -0.1 -1.1 -1.2
C 2.25217 6.86690 -0.45184 -0.1 0.7 -0.6
C 3.40851 5.96965 -0.01311 -1.1 0.9 1.4
C 2.94489 4.51395 0.24303 0.5 -0.4 0.1
C 2.85546 3.76213 -1.10568 -0.9 -0.3 0.5
C 4.01685 3.90222 1.15116 0.4 0.7 0.0
N 1.71604 4.52373 1.05928 -0.8 -0.2 0.0
O 1.25636 3.14129 1.36172 0.7 1.1 -0.7
H -0.73677 4.33008 1.92446 -0.7 -1.0 0.1
H -0.16198 5.76859 2.66061 0.5 0.0 -0.3
H -1.39364 5.90163 1.44246 0.5 -0.4 -0.2
H 0.23124 5.56817 -1.54924 -0.2 -0.5 0.3
H -0.04445 3.92148 -0.91151 -0.2 0.4 0.0
H -1.21567 5.21348 -0.59288 0.2 0.0 0.0
H 0.21532 7.42385 0.37613 0.4 0.0 -0.5
H 1.44800 7.05230 1.51917 0.4 0.1 0.8
H 1.98684 6.51189 -1.45695 -0.4 0.2 0.2
H 2.54465 7.91743 -0.61109 0.3 -0.4 0.2
H 3.81581 6.41019 0.92940 -0.1 -0.5 -0.6
H 4.17028 5.99732 -0.77285 0.5 -0.3 -0.2
H 2.42251 4.40535 -1.89988 0.2 -0.5 0.4
H 2.25643 2.81904 -0.98181 0.4 0.9 -0.2
H 3.86270 3.46897 -1.35863 0.3 0.0 -0.4
H 3.86452 4.28845 2.16533 0.1 0.0 -0.2
H 5.01080 4.22567 0.80953 -0.2 -0.2 0.1
H 3.99787 2.83351 1.19351 -0.1 -0.8 -0.1
H 1.34643 3.08683 2.32193 0.0 0.2 -0.1
C 0.54591 -1.03034 0.70307 0.5 2.6 1.2
C 0.85427 0.31818 0.01260 1.7 -0.2 0.0
O -0.23587 1.20605 0.09797 -1.0 -0.4 -0.2
H -0.47451 -1.16765 0.43619 -0.8 -1.2 0.0
H 0.68368 -0.91654 1.79353 -0.8 0.4 -0.2
H 1.25622 -1.80302 0.57591 0.4 -0.8 -1.4
H 0.98343 0.19380 -1.07461 0.3 -0.3 0.3
H 1.81084 0.76518 0.42635 -1.1 -0.2 -0.5
H -0.09634 1.95309 0.66925 0.6 0.5 0.5
C -3.96288 -1.07195 -2.42517 -0.3 -0.7 -0.5
C -3.17331 0.13763 -2.09255 0.8 0.7 0.6
O -2.49189 -0.08175 -0.85020 -0.3 -0.4 0.1
H -4.83748 -1.19095 -1.80828 -0.3 0.0 0.6
H -3.35282 -1.98337 -2.31971 -0.2 0.3 -0.3
H -4.38154 -0.95601 -3.43003 0.3 -0.3 -0.1
H -3.82687 1.00229 -2.00865 -0.2 0.2 0.0
H -2.44242 0.37280 -2.86335 -0.1 -0.2 -0.1
H -1.82465 0.58289 -0.60675 0.0 0.1 -0.3
C -3.78968 -3.75673 2.16982 -1.2 0.3 -0.2
C -3.15163 -2.88003 1.11445 0.0 -0.9 0.1
O -3.39788 -1.53389 1.35646 -0.1 0.4 0.7
H -4.88982 -3.80987 1.95954 0.8 0.2 0.6
H -3.58578 -3.33620 3.17244 -0.2 -0.4 -0.4
H -3.44102 -4.78430 2.05888 0.2 0.1 0.3
H -3.55791 -3.14910 0.15749 -0.3 -0.3 -0.8
H -2.10217 -3.14078 1.06993 0.7 0.3 0.0
H -3.14989 -1.04478 0.56328 0.2 0.4 -0.3
```
Forces are in eV/Å.